Record 1
21
Properties=species:S:1:pos:R:3:forces:R:3 method="wB97M-V/def2-TZVPD" e_above_lowest_ev=1.965 e_lumo_ev=0.5 homo_ev=-9.26 gap_ev=9.80 energy_ha=-494.8052
C -0.4091 -0.8638 -0.1081 -0.18 -0.21 0.46
C 0.2338 0.5464 0.0427 0.05 -0.14 -0.12
C 0.6401 1.0120 -1.3759 -0.19 -0.04 0.04
C -0.7645 1.5337 0.6444 0.12 -0.07 -0.12
N -0.6804 -1.5860 1.2425 -0.22 0.22 -0.09
N 1.4395 0.5290 0.8586 -0.10 0.07 -0.07
O -1.6350 -0.7776 -0.7932 0.19 -0.05 -0.04
O 0.4168 -1.8350 -0.5975 -0.21 -0.35 0.34
O 1.6141 0.2036 -2.0064 0.15 0.01 0.16
H -1.5544 -1.3966 -1.5325 -0.01 0.01 0.13
H 0.0360 -2.3788 0.5108 0.52 0.52 -0.71
H 1.4295 -0.7300 -1.8103 -0.17 0.11 0.04
H -0.2892 -1.1244 2.0571 0.05 -0.15 -0.04
H -1.6532 -1.8307 1.4026 -0.01 0.28 -0.11
H 2.1245 -0.1240 0.4999 -0.04 -0.03 0.06
H 1.2665 0.3712 1.8426 0.04 -0.04 -0.05
H -0.2595 1.0904 -1.9976 -0.03 -0.06 0.06
H 1.0686 2.0122 -1.2858 0.01 -0.05 0.07
H -1.6668 1.5967 0.0387 0.01 -0.01 0.01
H -0.3035 2.5192 0.7119 0.00 -0.02 -0.01
H -1.0537 1.2325 1.6556 0.01 -0.01 -0.01

=====

Record 2
73
Properties=species:S:1:pos:R:3:forces:R:3 method="wB97M-V/def2-TZVPD" e_above_lowest_ev=0.833 e_lumo_ev=-5.6 homo_ev=-11.97 gap_ev=6.39 charge=+2 energy_ha=-7291.1251
Y -0.4045 1.1243 -1.1617 1.25 -0.07 -1.71
Br 2.1646 0.4947 0.9077 0.06 -0.12 -0.04
C 3.3922 1.2831 -0.3340 -0.02 0.01 0.08
Br 2.4238 2.0379 -1.8482 0.07 0.01 -0.13
H 4.0466 0.5200 -0.7323 -0.01 -0.12 -0.04
H 3.9131 2.1012 0.1433 0.00 0.07 0.01
C 3.9209 -1.6628 5.9317 -0.08 -0.02 0.04
O 2.7760 -2.4675 6.1825 -0.05 0.07 -0.05
C 1.5589 -1.8952 6.0725 0.27 0.08 0.02
C 0.4726 -2.7171 6.3609 -0.19 -0.09 0.02
C -0.8074 -2.2140 6.2761 0.00 -0.29 -0.02
C -1.0377 -0.9105 5.8444 -0.63 -0.09 -0.47
C 0.0509 -0.0784 5.6028 -0.07 0.09 0.00
C 1.3488 -0.5583 5.7299 -0.14 -0.01 0.00
N -2.4431 -0.5510 5.8003 0.55 1.00 0.18
N -2.9227 0.3190 5.0456 0.13 -1.14 -0.28
C -2.2641 0.8000 3.8660 0.18 -0.03 0.39
C -2.1512 2.1456 3.6849 0.20 0.35 -0.08
C -1.5548 2.6821 2.5240 -0.10 0.41 0.41
C -1.1246 1.8815 1.5122 0.20 0.03 -0.38
O -0.5264 2.3531 0.3824 -0.56 0.45 1.67
C -1.3587 0.4848 1.6176 -0.02 -0.32 -0.13
N -1.0539 -0.3101 0.5212 -0.27 0.04 0.75
C -1.2497 -1.6161 0.6013 0.00 0.03 -0.11
C -1.7937 -2.2371 1.7235 -0.01 -0.04 0.01
C -2.1454 -1.4619 2.7973 0.01 0.04 0.12
C -1.9144 -0.0691 2.7892 -0.12 -0.25 0.19
H 4.7767 -2.3227 6.0217 0.01 -0.02 0.01
H 4.0020 -0.8599 6.6666 0.01 0.02 0.00
H 3.8893 -1.2412 4.9237 0.02 0.00 0.00
H 0.6624 -3.7354 6.6751 -0.03 0.03 0.00
H -1.6615 -2.8294 6.5323 0.03 0.00 0.01
H -0.0976 0.9665 5.3815 -0.03 0.11 -0.11
H 2.1832 0.1152 5.5927 -0.06 0.00 -0.02
H -2.4889 2.8030 4.4768 0.03 0.03 -0.06
H -1.4163 3.7525 2.4277 -0.03 -0.03 0.04
H -0.9887 -2.2001 -0.2751 0.01 -0.01 -0.02
H -1.9533 -3.3062 1.7246 0.00 0.03 -0.01
H -2.6214 -1.9210 3.6526 0.03 0.02 0.08
I -3.4268 2.2923 -1.2290 -0.19 0.00 -0.04
C -2.2521 3.3405 -2.6109 0.03 -0.01 0.06
C -2.8261 4.3669 -3.3346 0.03 0.06 -0.04
C -2.0114 5.0728 -4.2048 -0.04 0.05 -0.03
C -0.6739 4.7226 -4.3186 -0.01 0.03 -0.05
C -0.2004 3.6744 -3.5619 -0.08 -0.11 0.08
N -0.9722 2.9769 -2.7053 -0.08 0.18 -0.19
H -3.8716 4.6107 -3.2135 0.01 0.00 0.00
H -2.4200 5.8896 -4.7856 0.01 -0.01 0.01
H -0.0055 5.2523 -4.9827 -0.02 -0.01 0.01
H 0.8365 3.3766 -3.6420 0.01 -0.03 0.02
C -2.8546 -2.0090 -3.5414 0.02 0.04 0.04
C -2.4870 -1.0353 -2.6400 0.03 -0.14 -0.15
N -1.4114 -0.2470 -2.8342 -0.39 -0.19 -0.16
C -0.6746 -0.4360 -3.9292 -0.35 0.56 0.33
C -0.9099 -1.4463 -4.8328 -0.19 -0.25 -0.41
C -2.0459 -2.2221 -4.6523 0.05 -0.05 -0.05
C 0.0485 -1.6649 -5.9250 -0.59 -0.09 -0.16
C 1.3653 -1.6824 -5.7876 0.67 -0.08 0.02
C 2.1570 -1.6046 -4.5384 -0.29 -0.04 -0.20
C 3.5389 -1.5385 -4.6098 0.21 0.05 0.04
C 4.2366 -1.4121 -3.4194 -0.01 -0.02 0.05
N 3.6270 -1.4096 -2.2323 -0.07 0.02 -0.08
C 2.3071 -1.5651 -2.2710 -0.01 -0.01 -0.34
N 1.5327 -1.6352 -3.3498 0.66 -0.16 0.46
H -3.7484 -2.5934 -3.3748 0.03 -0.01 0.00
H -3.0676 -0.8536 -1.7454 0.00 0.00 0.02
H 0.1260 0.2765 -4.1232 -0.03 -0.11 0.12
H -2.2862 -3.0036 -5.3635 0.00 0.02 0.02
H -0.3666 -1.8496 -6.9115 0.02 0.05 0.05
H 1.9541 -1.8288 -6.6874 0.03 0.00 0.09
H 4.0571 -1.5660 -5.5597 -0.03 0.02 0.04
H 5.3153 -1.3082 -3.4144 0.00 -0.01 0.01
H 1.8080 -1.6402 -1.3097 -0.05 -0.01 0.09

=====

Record 3
44
Properties=species:S:1:pos:R:3:forces:R:3 method="wB97M-V/def2-TZVPD" e_above_lowest_ev=1.345 e_lumo_ev="-6.4 / -11.0" spin_multiplicity=5 homo_ev="-12.58 / -15.37" gap_ev="6.22 / 4.33" s2=6.051 charge=+2 energy_ha=-1491.2193
H 0.5630 0.6513 2.3155 -0.42 -0.05 -0.33
N -0.9069 0.1216 0.8367 -0.61 0.87 1.70
B -3.0558 -0.2875 -0.4085 1.18 0.51 -0.26
N -2.2865 0.2005 0.8186 0.92 -0.06 0.74
C -2.7102 0.7459 1.9774 0.48 -0.16 -0.49
Pt 0.3445 -0.6580 -0.6067 0.06 1.83 0.70
H -3.7837 0.8703 2.1027 0.41 0.12 0.25
C -1.5907 1.0364 2.7533 -0.44 0.22 0.38
H -1.5835 1.5202 3.7247 -0.01 -0.23 -0.26
C -0.4861 0.6137 2.0203 -0.86 0.06 -0.21
H -4.2501 -0.2511 -0.3340 0.31 -0.03 0.01
C 1.7037 -1.7677 -1.4971 1.61 -1.68 0.46
H 2.7292 -1.6683 -1.1412 -0.01 0.40 -0.17
H 1.6751 -1.5354 -2.5691 -0.23 0.11 -0.06
H 1.4926 -2.8183 -1.3239 0.01 -0.14 -0.49
N -2.5076 -1.7431 -0.6154 -1.87 -2.79 -0.42
N -2.4464 0.4835 -1.5932 0.40 0.45 -0.69
N -1.1432 -2.0063 -0.7675 -1.50 -4.52 -0.31
N -1.0985 0.4173 -1.8768 -0.72 0.30 -0.81
C -3.1803 -2.9134 -0.6473 0.06 3.90 0.54
C -3.0442 1.3130 -2.4680 0.96 -0.48 0.50
H -4.2546 -2.9073 -0.4996 0.15 -0.22 -0.11
H -4.0836 1.5119 -2.2987 -0.28 0.19 -0.43
C -2.2433 -3.9383 -0.7854 0.63 -1.56 0.00
C -2.0807 1.7714 -3.3576 0.25 -0.15 0.25
C -0.9877 -3.3468 -0.8573 -0.26 1.40 -0.14
C -0.8647 1.1817 -2.9639 -1.40 0.33 0.35
H -2.4797 -4.9816 -0.7404 0.05 -0.37 -0.11
H -2.2410 2.4823 -4.1381 0.03 0.11 -0.35
H -0.0197 -3.8243 -0.9486 -0.31 0.19 0.03
H 0.1105 1.3027 -3.4253 -0.15 -0.13 0.32
H 1.2053 -0.9092 0.7538 -0.35 -0.51 -0.54
S 1.7182 1.2245 -0.8325 1.48 1.94 -0.03
C 2.7903 1.3684 0.4941 0.24 0.03 -0.45
C 3.5082 2.5804 0.6140 0.16 0.52 0.29
C 4.3084 2.8360 1.7193 -0.04 0.13 -0.42
C 4.4744 1.8672 2.7174 -0.14 0.27 -0.31
C 3.8131 0.6447 2.5735 -0.27 -0.59 -0.27
C 3.0300 0.3762 1.4529 0.33 -0.36 1.10
H 3.4002 3.3102 -0.1796 0.01 0.10 0.15
H 4.8117 3.7988 1.7835 -0.04 -0.26 0.03
H 5.1344 2.0535 3.5679 -0.32 -0.06 -0.25
H 3.9261 -0.1172 3.3433 0.06 0.09 -0.27
H 2.5897 -0.6100 1.3066 0.43 0.29 0.37

=====

Record 4
119
Properties=species:S:1:pos:R:3:forces:R:3 method="wB97M-V/def2-TZVPD" e_lumo_ev="3.1 / 3.5" spin_multiplicity=2 homo_ev="-1.38 / -3.01" gap_ev="4.52 / 6.52" s2=1.799 charge=-2 energy_ha=-6819.3702
Ca 1.9072 1.1061 0.2102 0.08 0.04 -0.49
C -2.4397 -4.4605 -3.9732 0.01 0.03 0.02
C -1.8255 -3.0740 -3.9019 0.04 0.02 0.02
C -2.6226 -2.0335 -4.6675 0.01 -0.03 0.04
O -1.5869 -2.7053 -2.5278 -0.01 -0.05 -0.07
P -2.5081 -2.0778 -1.4130 -0.08 -0.05 0.02
O -1.9509 -2.2612 -0.0706 -0.03 0.02 0.02
C -2.8134 -0.3562 -1.8788 0.08 0.01 0.11
P -2.7554 0.8769 -0.5598 0.01 -0.02 -0.26
O -1.3922 1.3078 -0.2185 -0.14 -0.03 0.37
O -3.6212 2.0276 -1.2255 -0.06 0.02 -0.09
C -3.3646 3.4107 -0.8138 0.04 0.07 0.04
C -4.6768 4.1451 -0.9804 0.01 -0.01 -0.02
C -2.2343 3.9798 -1.6431 -0.02 0.01 0.02
O -3.6140 0.3025 0.6409 0.10 0.00 0.03
C -3.2724 0.6281 2.0392 -0.03 0.01 -0.08
C -3.1451 -0.6673 2.8039 -0.04 0.02 -0.02
C -4.3481 1.5468 2.5709 0.00 0.00 0.04
O -3.8916 -2.8375 -1.7110 0.04 0.01 0.04
C -5.0573 -2.9600 -0.8637 -0.02 -0.05 -0.03
C -5.8444 -1.6631 -0.8365 0.04 0.02 0.02
C -4.7193 -3.4726 0.5254 0.02 0.05 -0.06
H -2.4488 -4.7993 -5.0113 -0.01 0.00 0.01
H -3.4599 -4.4504 -3.5921 -0.02 0.00 0.00
H -1.8507 -5.1618 -3.3825 0.00 0.00 0.00
H -0.8162 -3.1136 -4.3164 0.00 0.01 -0.01
H -3.6349 -1.9500 -4.2684 -0.02 0.01 -0.01
H -2.6914 -2.3380 -5.7134 0.01 0.00 0.01
H -2.1353 -1.0591 -4.6316 -0.01 0.01 -0.01
H -3.7372 -0.2776 -2.4499 -0.01 0.04 0.04
H -1.9764 -0.0380 -2.5089 -0.01 -0.01 -0.02
H -3.0659 3.4055 0.2354 -0.03 0.00 -0.04
H -4.9846 4.1402 -2.0287 0.00 0.00 0.01
H -4.5611 5.1798 -0.6543 0.00 -0.01 -0.01
H -5.4604 3.6765 -0.3835 -0.01 0.00 0.00
H -2.4790 3.9254 -2.7073 0.00 0.02 0.01
H -1.3057 3.4383 -1.4562 -0.01 0.03 -0.02
H -2.0730 5.0248 -1.3725 0.00 0.01 0.01
H -2.3205 1.1508 2.0381 0.02 -0.05 -0.04
H -4.1129 -1.1757 2.8667 0.03 0.01 0.01
H -2.7949 -0.4430 3.8128 0.00 -0.01 -0.01
H -2.4209 -1.3216 2.3224 0.03 -0.02 -0.02
H -5.3180 1.0416 2.5768 0.01 0.00 0.00
H -4.4152 2.4537 1.9705 0.00 -0.01 0.00
H -4.0886 1.8446 3.5881 -0.02 0.00 0.00
H -5.6465 -3.7190 -1.3867 0.01 0.01 0.01
H -5.3037 -0.8927 -0.2858 -0.03 -0.01 -0.02
H -6.8008 -1.8287 -0.3365 0.00 0.00 0.00
H -6.0436 -1.3106 -1.8500 -0.01 0.00 0.00
H -4.1598 -2.7304 1.0915 0.00 0.00 -0.01
H -4.1163 -4.3780 0.4672 0.01 -0.01 -0.01
H -5.6499 -3.7005 1.0512 0.02 0.01 -0.01
Cl 3.8843 -1.7051 -6.7320 0.00 0.00 0.04
C 3.6414 -1.3390 -5.0291 0.05 0.00 0.00
C 4.7569 -1.1545 -4.1958 -0.02 -0.01 -0.03
C 4.5894 -0.8440 -2.8748 0.02 0.02 -0.01
C 3.2905 -0.6734 -2.2850 -0.03 0.00 0.12
O 3.1675 -0.3598 -1.0657 0.02 0.07 0.03
C 2.1814 -0.8909 -3.1671 -0.08 0.01 0.02
C 0.8090 -0.7668 -2.7327 0.02 -0.03 0.04
O 0.3840 -0.4659 -1.6285 0.05 -0.10 -0.07
C 2.3817 -1.2103 -4.5184 -0.04 0.02 -0.03
H 5.7519 -1.2564 -4.6132 0.00 0.00 0.00
H 5.4435 -0.6902 -2.2266 -0.01 0.00 -0.01
H 0.0772 -0.9930 -3.5409 0.04 0.04 0.01
H 1.5162 -1.3179 -5.1646 0.01 -0.01 0.00
O 0.1641 -0.3155 1.2362 0.07 -0.27 -0.18
H 0.1051 -1.1247 0.6998 0.00 0.14 0.18
H -0.5320 0.2372 0.8220 0.01 0.07 0.05
F 0.5778 2.7488 1.4949 0.04 -0.05 0.04
Sb -0.3238 3.5270 2.9931 0.07 0.16 0.10
F -1.9804 3.4721 2.0610 0.01 0.03 -0.02
F -0.0262 5.2509 2.2933 0.03 0.00 -0.05
F -1.2175 4.2748 4.4845 -0.05 0.00 0.05
F 1.3080 3.5903 3.9341 0.00 -0.01 -0.02
F -0.6925 1.7894 3.6363 0.00 -0.06 0.02
Cl 5.8374 1.7124 3.9754 0.00 -0.02 -0.04
C 5.9786 3.7450 1.7490 -0.07 -0.09 -0.02
Cl 7.5249 3.2846 1.2356 -0.01 -0.02 -0.02
Cl 5.8141 5.0731 2.7802 -0.03 0.01 0.00
C 4.8477 3.1398 1.1964 0.14 0.15 0.11
N 3.9049 2.6796 0.7193 -0.10 -0.10 0.00
N 3.1953 0.2095 2.1977 -0.10 0.03 -0.07
S 2.6768 -1.0090 3.0332 -0.03 0.09 0.03
C 3.9927 -2.1828 3.3907 0.00 -0.02 -0.04
C 5.2429 -1.7607 3.8224 0.05 -0.01 -0.03
C 6.2183 -2.7157 4.0653 0.01 0.02 0.01
C 5.9474 -4.0678 3.8843 -0.01 -0.01 0.00
C 4.6971 -4.4757 3.4432 0.01 0.01 0.00
C 3.7153 -3.5261 3.1862 0.02 -0.01 0.02
C 2.3918 -0.4929 4.7410 -0.02 0.03 -0.01
C 2.0971 -1.4278 5.7261 0.00 -0.02 -0.01
C 1.7963 -0.9910 7.0052 0.00 -0.02 0.00
C 1.7838 0.3710 7.2894 -0.01 0.03 0.00
C 2.0761 1.2920 6.2967 0.00 -0.02 0.01
C 2.3836 0.8614 5.0124 0.01 0.00 -0.03
H 4.0129 0.6692 2.6195 -0.06 -0.03 0.01
H 5.4608 -0.7013 3.9486 -0.02 0.03 0.03
H 7.1986 -2.3947 4.3962 -0.01 -0.01 0.00
H 6.7182 -4.8051 4.0766 0.00 0.01 0.00
H 4.4886 -5.5269 3.2851 0.00 0.01 0.00
H 2.7394 -3.8233 2.8194 0.01 0.01 0.00
H 2.1125 -2.4876 5.4976 0.00 0.01 0.00
H 1.5691 -1.7123 7.7814 0.00 0.00 0.00
H 1.5401 0.7108 8.2891 0.00 0.00 0.00
H 2.0605 2.3538 6.5038 0.01 0.00 0.00
H 2.6131 1.5720 4.2309 0.01 0.00 0.02
C 1.5050 2.4199 -1.9921 0.07 -0.15 0.19
C 1.3258 2.3230 -3.3790 -0.05 0.07 -0.10
C 0.0318 2.1554 -3.9714 -0.02 -0.05 0.16
C -0.1354 1.9431 -5.3241 -0.02 -0.02 -0.05
C 0.9642 1.8990 -6.1860 0.01 0.00 0.04
C 2.2423 2.0879 -5.6477 0.02 -0.02 -0.06
C 2.4223 2.3008 -4.2996 0.02 0.02 0.09
H -0.8257 2.1766 -3.3049 0.02 -0.02 -0.07
H -1.1367 1.8083 -5.7261 0.01 0.00 0.01
H 0.8319 1.7179 -7.2460 0.00 0.00 0.00
H 3.1085 2.0408 -6.3005 -0.01 0.00 0.01
H 3.4207 2.4151 -3.8916 0.00 -0.01 -0.02